--- w ---
Density functional theory data (ωB97M-V/def2-TZVPD) for an isolated molecule of C23H25N3O4S2.

Each line ends with the natural charge from an NBO analysis.
Cartesian coordinates (Å):
C  -4.20366  -2.23370  -0.19746  -0.636
C  -2.90029  -2.32231  0.58989  -0.058
O  -2.05750  -1.20437  0.37309  -0.518
C  -1.12466  -1.23702  -0.61374  0.274
C  -1.12762  -2.13284  -1.67791  -0.250
C  -0.17950  -2.04385  -2.68231  -0.202
C  0.78724  -1.05624  -2.64836  -0.242
C  0.82650  -0.18112  -1.57689  -0.196
C  -0.10107  -0.27303  -0.54999  0.128
N  0.02761  0.62884  0.52806  -0.704
S  -0.53760  2.17108  0.22566  2.318
O  -0.21111  2.96539  1.37658  -0.946
O  -0.02631  2.58761  -1.04644  -0.933
C  -2.30574  1.94854  0.10862  -0.256
C  -3.07797  2.02366  1.24989  -0.204
C  -4.43365  1.75219  1.16262  -0.215
C  -4.99032  1.40555  -0.05858  -0.199
C  -4.20096  1.33072  -1.19643  -0.200
C  -2.84536  1.59937  -1.11341  -0.214
H  -2.19850  1.55446  -1.97542  0.245
H  -4.64095  1.05909  -2.14417  0.220
H  -6.04798  1.19491  -0.12519  0.218
H  -5.05380  1.80843  2.04454  0.221
H  -2.61196  2.30783  2.18013  0.239
C  -0.14196  0.14390  1.88353  -0.323
C  0.67961  -1.13898  2.04051  0.679
O  0.18575  -2.20151  2.36136  -0.637
N  1.98218  -0.94976  1.78478  -0.649
H  2.30440  -0.06264  1.37902  0.440
C  2.89651  -2.04628  1.59448  -0.244
C  3.43818  -2.05381  0.16683  -0.530
H  3.72056  -3.06278  -0.13289  0.238
H  2.69724  -1.66142  -0.52967  0.243
S  4.98897  -1.11648  -0.07105  0.241
C  4.54054  0.58687  -0.09757  0.075
N  3.36505  0.96667  0.37677  -0.514
C  3.05284  2.25691  0.35371  0.067
C  3.90475  3.22512  -0.14389  -0.262
C  5.14523  2.82624  -0.63032  -0.148
C  5.47633  1.48684  -0.60960  -0.271
H  6.42246  1.12298  -0.97690  0.228
H  5.84114  3.55195  -1.02494  0.220
H  3.60549  4.25989  -0.14912  0.226
H  2.07797  2.50845  0.74624  0.215
H  2.34151  -2.96916  1.78880  0.237
H  3.72348  -1.97641  2.30971  0.202
H  -1.18641  -0.07298  2.13123  0.226
H  0.23560  0.93021  2.54070  0.244
H  1.57233  0.59455  -1.51639  0.240
H  1.51555  -0.97486  -3.44031  0.218
H  -0.21018  -2.74733  -3.50076  0.215
H  -1.88365  -2.89905  -1.74082  0.212
H  -3.11483  -2.30073  1.66225  0.200
H  -2.36317  -3.25063  0.37116  0.184
H  -4.01706  -2.21826  -1.26836  0.206
H  -4.73132  -1.32127  0.06868  0.217
H  -4.82990  -3.08941  0.04001  0.215

HOMO (hartree): -0.3112
Total charge: 0
Kohn-Sham gap (eV): 9.1
LUMO energy (Ha): 0.025
SMILES string: CCOc1ccccc1N(CC(=O)NCCSc1ccccn1)S(=O)(=O)c1ccccc1

---

--- x ---
Density functional theory data (ωB97M-V/def2-TZVPD) for an isolated molecule of C23H25N3O4S2.

Each line ends with the natural charge from an NBO analysis.
Cartesian coordinates (Å):
C  3.84237  4.95344  1.63609  -0.249
H  3.42056  5.89524  1.98505  0.202
O  2.78220  4.03024  1.65176  -0.521
C  3.06139  2.71918  1.34535  0.243
C  4.26975  2.26560  0.84695  -0.283
C  4.45203  0.91710  0.57197  -0.224
C  3.43536  0.01589  0.81547  -0.216
C  2.22179  0.45661  1.31824  -0.256
C  2.01509  1.80373  1.57089  0.192
N  0.80328  2.26705  2.05834  -0.867
S  -0.64234  1.44213  1.87323  2.313
O  -1.65753  2.42845  2.12361  -0.940
O  -0.62252  0.29299  2.72220  -0.922
C  -0.61034  0.86000  0.17259  -0.289
C  -0.98644  -0.46056  0.03309  -0.220
C  -0.79910  -1.12860  -1.17211  0.120
C  -0.15536  -0.44599  -2.20400  -0.189
C  0.20279  0.87565  -2.06476  -0.254
C  -0.05845  1.59428  -0.88610  0.175
N  0.27528  2.92435  -0.76231  -0.436
C  1.10342  3.57374  -1.76002  -0.217
H  0.63237  3.55830  -2.75441  0.170
C  1.22957  5.02682  -1.27487  -0.408
H  2.22773  5.22717  -0.89295  0.208
H  1.03823  5.71989  -2.09316  0.209
C  0.17897  5.16741  -0.16173  -0.404
H  0.66614  5.16274  0.81209  0.206
H  -0.40457  6.08110  -0.25249  0.215
C  -0.68660  3.92154  -0.32042  -0.240
H  -1.44041  4.08512  -1.10772  0.167
H  -1.19899  3.62438  0.58990  0.251
H  2.06796  3.06500  -1.81952  0.211
H  0.68901  1.36488  -2.89231  0.223
H  0.05817  -0.95790  -3.13207  0.208
N  -1.17254  -2.45342  -1.38525  -0.590
C  -1.93020  -3.26152  -0.57740  0.649
O  -2.39396  -2.91408  0.49011  -0.598
C  -2.14610  -4.61019  -1.11534  -0.324
C  -2.84587  -5.62388  -0.49945  0.033
C  -2.86819  -6.80374  -1.28150  -0.260
C  -2.20303  -6.68564  -2.45810  -0.374
S  -1.52073  -5.12739  -2.65895  0.405
H  -2.06765  -7.41945  -3.22787  0.240
H  -3.36500  -7.70586  -0.97135  0.227
C  -3.50649  -5.50969  0.82796  -0.636
H  -2.78725  -5.19441  1.58126  0.245
H  -4.27875  -4.74295  0.79772  0.242
H  -3.94848  -6.45994  1.11653  0.208
H  -0.87924  -2.83428  -2.27464  0.395
H  -1.40085  -0.96991  0.88697  0.285
H  0.72671  3.26954  2.11409  0.433
H  1.42996  -0.23887  1.54000  0.237
H  3.58103  -1.03517  0.62026  0.216
H  5.39939  0.58179  0.17823  0.213
H  5.08156  2.95241  0.66519  0.218
H  4.64992  4.64757  2.30825  0.185
H  4.24711  5.09347  0.62774  0.173

HOMO (hartree): -0.2847
Total charge: 0
Kohn-Sham gap (eV): 8.1
LUMO energy (Ha): 0.013
SMILES string: COc1ccccc1NS(=O)(=O)c1cc(NC(=O)c2sccc2C)ccc1N1CCCC1

---

Which structure loses on stability? x does.

---

--- w ---
Density functional theory data (ωB97M-V/def2-TZVPD) for a structure of composition C26H27Co2N2O6.

Each line ends with the natural charge from an NBO analysis.
Cartesian coordinates (Å):
C  -4.82393  -0.00896  4.08839  -0.398
N  -4.10035  -0.70836  3.05287  -0.446
C  -3.10056  0.11236  2.42525  -0.220
C  -2.61373  -0.58568  1.16930  -0.222
N  -2.05361  -1.86643  1.54964  -0.471
C  -1.19809  -2.45778  0.61810  0.219
C  -1.25483  -2.19802  -0.73795  -0.273
C  -0.87808  -3.32726  -1.64517  -0.422
C  0.45681  -3.96121  -1.24858  -0.392
C  0.41482  -4.44736  0.19091  -0.390
C  -0.17105  -3.42583  1.18137  -0.434
C  -2.98700  -2.73976  2.27333  -0.207
C  -3.63073  -2.01460  3.44512  -0.218
H  -5.68811  -0.61080  4.40255  0.192
H  -4.19828  0.19495  4.98018  0.159
H  -5.17211  0.95302  3.68253  0.201
H  -3.56243  1.06811  2.15253  0.200
H  -2.23621  0.30619  3.09041  0.169
H  -3.47374  -0.71177  0.48338  0.173
H  -1.84882  0.03296  0.68077  0.231
H  -1.82994  -1.37024  -1.17096  0.215
H  -1.66075  -4.11091  -1.54456  0.187
H  -0.85990  -3.02288  -2.69350  0.211
H  0.69753  -4.79790  -1.90940  0.197
H  1.25605  -3.21368  -1.33846  0.212
H  -0.18112  -5.36193  0.25588  0.184
H  1.42341  -4.72681  0.52285  0.202
H  0.69022  -2.84831  1.57373  0.218
H  -0.58659  -3.93427  2.05952  0.198
H  -3.81012  -3.07755  1.60780  0.167
H  -2.46420  -3.63280  2.63846  0.203
H  -2.91170  -1.95963  4.28368  0.156
H  -4.50786  -2.57392  3.79567  0.195
O  0.74216  6.32654  -2.36315  -0.557
C  0.83532  5.27903  -2.85467  0.540
Co  0.93452  3.71187  -3.63532  -0.003
C  -0.10399  2.77195  -2.55967  0.443
O  -0.79860  2.19020  -1.83698  -0.561
C  -0.06849  4.15109  -5.00259  0.429
O  -0.74922  4.48840  -5.87815  -0.557
C  2.85647  3.20612  -3.53971  -0.515
C  3.04354  2.54576  -2.28713  -0.072
C  3.30876  3.05504  -1.06875  -0.381
C  3.15979  2.46755  0.23570  -0.034
C  3.37046  3.32186  1.33960  -0.214
C  3.16331  2.88286  2.63358  -0.217
C  2.74969  1.56454  2.86536  -0.270
C  2.62420  0.67979  1.79033  -0.209
C  2.82000  1.12237  0.48663  -0.182
Co  2.52159  1.47669  -3.59060  -0.112
C  1.45359  1.28861  -5.06183  0.542
O  0.90584  0.95774  -6.02734  -0.533
C  4.02335  0.63123  -3.95474  0.591
O  5.05633  0.13034  -4.07285  -0.520
C  1.76407  0.23728  -2.57444  0.565
O  1.34071  -0.66730  -1.97175  -0.537
H  3.64505  3.83385  -3.97771  0.191
H  3.64138  4.11291  -1.07460  0.182
H  3.69988  4.33623  1.10965  0.201
H  3.30464  3.59066  3.45081  0.199
H  2.50700  1.25229  3.88379  0.198
H  2.36194  -0.36033  1.97571  0.200
H  2.75170  0.44187  -0.35484  0.197

HOMO (hartree): -0.1488
Total charge: -1
Kohn-Sham gap (eV): 6.5
LUMO energy (Ha): 0.092

---

--- x ---
Density functional theory data (ωB97M-V/def2-TZVPD) for a structure of composition C26H27Co2N2O6.

Each line ends with the natural charge from an NBO analysis.
Cartesian coordinates (Å):
C  5.30592  3.05328  -1.44193  -0.398
N  3.89416  2.83433  -1.62716  -0.446
C  3.44774  1.56891  -1.10036  -0.218
C  1.96880  1.35307  -1.39705  -0.223
N  1.18760  2.49348  -0.93591  -0.453
C  -0.18496  2.29815  -0.85863  0.215
C  -0.81508  1.16682  -1.31986  -0.298
C  -2.16951  1.28743  -1.92084  -0.421
C  -3.12911  2.22392  -1.13002  -0.391
C  -2.44421  3.53934  -0.76597  -0.390
C  -1.00253  3.42094  -0.24196  -0.429
C  1.64621  3.74853  -1.54794  -0.213
C  3.10937  3.97902  -1.24077  -0.216
H  5.59899  3.93082  -2.02975  0.191
H  5.58916  3.24444  -0.38847  0.159
H  5.85968  2.17759  -1.79961  0.199
H  4.02555  0.77967  -1.60770  0.198
H  3.61560  1.47027  -0.00489  0.167
H  1.85289  1.22731  -2.49250  0.176
H  1.64097  0.42967  -0.90178  0.231
H  -0.27922  0.23356  -1.53487  0.216
H  -2.10273  1.71850  -2.94466  0.182
H  -2.59797  0.28963  -2.04743  0.226
H  -4.00739  2.42873  -1.76239  0.197
H  -3.48421  1.70356  -0.22672  0.209
H  -2.44211  4.18902  -1.65272  0.185
H  -3.02164  4.06919  -0.00068  0.200
H  -1.05798  3.20789  0.84327  0.214
H  -0.51181  4.40253  -0.31992  0.197
H  1.52045  3.69149  -2.64718  0.171
H  1.09714  4.61482  -1.17146  0.205
H  3.22509  4.23621  -0.16618  0.161
H  3.47131  4.82823  -1.83822  0.192
O  1.10257  -6.40407  0.49152  -0.528
C  0.22355  -5.86741  -0.03025  0.610
Co  -1.07577  -4.98402  -0.82992  -0.118
C  -0.13172  -3.51073  -1.22500  0.515
O  0.44727  -2.52548  -1.40712  -0.535
C  -0.99218  -6.13730  -2.18091  0.518
O  -0.94643  -6.86607  -3.07652  -0.532
C  -1.80123  -4.88090  1.02679  -0.477
C  -1.58648  -3.61870  1.62822  -0.108
C  -0.72893  -3.26795  2.62534  -0.387
C  -0.28726  -1.99482  3.11148  -0.027
C  0.67418  -1.99973  4.16071  -0.221
C  1.22582  -0.80949  4.61430  -0.219
C  0.81318  0.41241  4.04957  -0.274
C  -0.16167  0.42807  3.03668  -0.207
C  -0.72926  -0.76409  2.58252  -0.184
Co  -2.82131  -3.62010  0.33243  -0.085
C  -2.85706  -4.21623  -1.47054  0.439
O  -3.52769  -4.19730  -2.43180  -0.563
C  -4.52235  -3.36523  0.77158  0.560
O  -5.60598  -3.14304  1.11647  -0.538
C  -2.69200  -1.93931  -0.04948  0.569
O  -2.79965  -0.79532  -0.23161  -0.564
H  -1.93692  -5.79775  1.60779  0.190
H  -0.33037  -4.11430  3.20397  0.171
H  0.97949  -2.96478  4.57897  0.200
H  1.97811  -0.82647  5.40645  0.198
H  1.27513  1.34180  4.39506  0.198
H  -0.48986  1.37509  2.60262  0.200
H  -1.50137  -0.78711  1.81292  0.206

HOMO (hartree): -0.1454
Total charge: -1
Kohn-Sham gap (eV): 6.5
LUMO energy (Ha): 0.093

---

Which structure loses on stability? w does.

---

--- w ---
Density functional theory data (ωB97M-V/def2-TZVPD) for an isolated molecule of C4H6ClN3.

Each line ends with the natural charge from an NBO analysis.
Cartesian coordinates (Å):
C  1.19319  1.48190  -0.00150  -0.249
C  -0.30549  1.53925  0.03232  -0.188
C  -0.80726  0.31252  -0.00798  -0.090
C  0.28347  -0.69429  -0.05444  0.375
H  3.32927  -0.28397  -0.60495  0.357
H  2.98729  -0.24871  0.99443  0.343
H  1.61078  1.84840  0.95053  0.192
H  1.66819  2.10776  -0.75574  0.207
H  -0.85291  2.50531  0.06578  0.233
H  1.08349  -2.41042  0.01186  0.355
N  2.66729  -0.53035  0.08298  -0.638
N  1.44067  0.06258  -0.20468  -0.280
N  0.13477  -1.95010  0.02132  -0.676
Cl  -2.45345  -0.14292  0.01355  0.059

HOMO (hartree): -0.3297
Total charge: 0
Kohn-Sham gap (eV): 9.6
LUMO energy (Ha): 0.025
SMILES string: [H]/N=C1/C(Cl)=CCN1N

---

--- x ---
Density functional theory data (ωB97M-V/def2-TZVPD) for an isolated molecule of C4H6ClN3.

Each line ends with the natural charge from an NBO analysis.
Cartesian coordinates (Å):
C  1.50674  0.62085  -0.29622  -0.357
C  0.34159  -0.07710  0.36309  -0.386
C  0.07317  -1.55520  0.01574  0.036
C  -1.09464  0.44598  0.08805  0.436
H  1.74303  1.66142  0.02114  0.231
H  1.38572  0.72610  -1.36479  0.226
H  0.35333  0.06685  1.49724  0.260
H  0.81552  -2.35937  0.05050  0.218
H  -2.85759  -0.64936  -0.27399  0.414
H  -0.75365  2.24449  0.19378  0.330
N  -1.16020  -1.84520  -0.11727  -0.190
N  -1.87864  -0.63382  -0.13454  -0.458
N  -1.51157  1.63788  -0.03652  -0.695
Cl  3.03719  -0.28353  -0.00621  -0.064

HOMO (hartree): -0.3307
Total charge: 0
Kohn-Sham gap (eV): 9.6
LUMO energy (Ha): 0.022
SMILES string: [H]/N=C1/NN=C[C@H]1CCl

---

Which structure loses on stability? w does.